No. 1
The following is a DFT calculation (ωB97M-V/def2-TZVPD) of C3H4O3Tl as an isolated structure.

charge: +1
gap between HOMO and LUMO (spin up / spin down): 0.2208 / 0.2738 Ha
HOMO energy (spin up / spin down): -13.241 / -13.851 eV
2S+1: 1
energy above the lowest of the compared OMol25 structures with the same formula, charge and spin: 962.27 kJ/mol
LUMO level (spin up / spin down): -7.23 / -6.40 eV
energy: -514.2841 Eh

Structure (XYZ):
```
11
C3H4O3Tl ωB97M-V/def2-TZVPD
O -1.48287 1.20850 -0.09375
C -1.77840 -0.14793 -0.22057
C -0.68530 -1.10032 0.20189
O 0.54075 -0.48495 0.03513
Tl 0.36532 1.52955 -0.11485
H -2.05220 -0.39986 -1.26909
H -2.66085 -0.43313 0.39283
H -0.77388 -1.38863 1.26521
C 2.10996 -0.10630 -0.63674
O 2.72863 0.65513 0.27860
H 3.68886 0.66793 0.16135
```



No. 2
The following is a DFT calculation (ωB97M-V/def2-TZVPD) of C3H4O3Tl as an isolated structure.

charge: +3
gap between HOMO and LUMO (spin up / spin down): 0.1599 / 0.1617 Ha
HOMO energy (spin up / spin down): -25.705 / -25.780 eV
2S+1: 1
energy above the lowest of the compared OMol25 structures with the same formula, charge and spin: 228.18 kJ/mol
LUMO level (spin up / spin down): -21.35 / -21.38 eV
energy: -513.2489 Eh

Structure (XYZ):
```
11
C3H4O3Tl ωB97M-V/def2-TZVPD
O 0.15551 -0.50683 0.77836
Tl 2.01980 2.47190 2.79287
O 0.94868 1.15648 2.10930
C 0.04806 0.88551 1.32012
O -0.68434 1.49083 0.55268
C -0.60139 -0.47820 -0.28807
C -0.11204 -1.05335 -1.54247
H -1.68252 -0.39751 -0.11154
H -0.76448 -1.90316 -1.79746
H -0.26258 -0.30333 -2.33493
H 0.93531 -1.36236 -1.47886
```



No. 3
The following is a DFT calculation (ωB97M-V/def2-TZVPD) of C3H4O3Tm as an isolated structure.

charge: +1
gap between HOMO and LUMO (spin up / spin down): 0.1404 / 0.1621 Ha
HOMO energy (spin up / spin down): -9.571 / -10.436 eV
2S+1: 3
energy above the lowest of the compared OMol25 structures with the same formula, charge and spin: 664.42 kJ/mol
LUMO level (spin up / spin down): -5.75 / -6.02 eV
energy: -1427.0775 Eh

Structure (XYZ):
```
11
C3H4O3Tm ωB97M-V/def2-TZVPD
O -0.47738 0.40479 -1.51141
C -1.09230 0.00883 -0.43615
O -1.86576 -1.05074 -0.47332
Tm -1.86539 -2.21084 1.37897
O -0.32539 -0.75380 1.71772
C -0.28446 0.23796 0.76210
H -0.32340 1.28402 1.10632
C 1.21995 0.49947 -0.49587
H 2.09354 0.44223 -1.16986
H 1.23814 1.57411 -0.75147
H 1.68245 -0.43605 -0.12703
```



No. 4
The following is a DFT calculation (ωB97M-V/def2-TZVPD) of C3H4O3V as an isolated structure.

charge: +1
gap between HOMO and LUMO (spin up / spin down): 0.2315 / 0.3270 Ha
HOMO energy (spin up / spin down): -11.629 / -14.219 eV
2S+1: 5
energy above the lowest of the compared OMol25 structures with the same formula, charge and spin: 461.42 kJ/mol
LUMO level (spin up / spin down): -5.33 / -5.32 eV
energy: -1285.9346 Eh

Structure (XYZ):
```
11
C3H4O3V ωB97M-V/def2-TZVPD
H -0.76921 -1.17250 -1.19541
O -0.85445 0.57305 0.37969
V -1.02776 2.17640 1.94322
C -0.53833 0.38527 -0.85683
C 0.43455 -0.71633 -1.12650
H -0.42430 1.29704 -1.46411
H 1.46143 -0.33163 -1.03501
H 0.52186 -0.99066 -2.18758
O 0.06648 0.47704 2.52743
C 0.22112 -0.46480 1.81357
O 0.90859 -1.23287 1.20153
```



No. 5
The following is a DFT calculation (ωB97M-V/def2-TZVPD) of C3H4O4S as an isolated structure.

charge: 0
gap between HOMO and LUMO: 0.3606 Ha
HOMO energy: -10.420 eV
2S+1: 1
energy above the lowest of the compared OMol25 structures with the same formula, charge and spin: 281.42 kJ/mol
LUMO level: -0.61 eV
energy: -815.7657 Eh

Structure (XYZ):
```
12
C3H4O4S ωB97M-V/def2-TZVPD
C 0.18957 0.32398 -0.26230
C 0.03973 -0.00857 1.15893
C -0.15780 1.71719 -0.69558
O 0.40828 -0.51494 -1.08938
O -1.09008 -2.44531 -0.04783
O 1.31232 -3.00214 -0.29091
O 0.89822 0.39707 1.95327
S 0.31967 -2.08139 0.20806
H -0.93508 -0.45238 1.37784
H -0.30276 1.58739 -1.73651
H 0.39429 2.58722 -0.43881
H -1.07634 1.89190 -0.13678
```



No. 6
The following is a DFT calculation (ωB97M-V/def2-TZVPD) of C3H4OS as an isolated structure.

charge: 0
gap between HOMO and LUMO: 0.3668 Ha
HOMO energy: -9.213 eV
2S+1: 1
energy above the lowest of the compared OMol25 structures with the same formula, charge and spin: 35.30 kJ/mol
LUMO level: 0.77 eV
energy: -590.1112 Eh

Structure (XYZ):
```
9
C3H4OS ωB97M-V/def2-TZVPD
C 0.67088 0.30988 0.15814
C -0.47655 -0.05260 1.09144
C 0.07945 -0.11661 -1.18568
H -0.90411 0.80371 1.61333
H -0.21876 -0.84075 1.81767
H 0.61994 -0.93493 -1.68059
H -0.05752 0.67487 -1.88386
O 1.75003 0.80242 0.40687
S -1.46336 -0.64600 -0.33731
```



No. 7
The following is a DFT calculation (ωB97M-V/def2-TZVPD) of a 2-piece molecular cluster, C3H4OS overall.

charge: 0
gap between HOMO and LUMO (spin up / spin down): 0.2789 / 0.2816 Ha
HOMO energy (spin up / spin down): -9.075 / -8.841 eV
2S+1: 1
energy above the lowest of the compared OMol25 structures with the same formula, charge and spin: 631.52 kJ/mol
LUMO level (spin up / spin down): -1.48 / -1.18 eV
energy: -589.8841 Eh

Structure (XYZ):
```
9
C3H4OS ωB97M-V/def2-TZVPD
C 0.26398 -0.19387 -0.43372
C 1.01613 -1.26529 -0.21893
C -0.08161 1.11673 -0.25325
O -2.12439 -0.12916 0.92218
S -1.64351 0.07383 -0.45147
H 0.77415 -2.21751 -0.61998
H 1.86047 -1.14713 0.53415
H 0.12575 1.93053 1.52367
H -0.19097 1.83188 -1.00266
```



No. 8
The following is a DFT calculation (ωB97M-V/def2-TZVPD) of an isolated molecule of C3H4OS.

charge: 0
gap between HOMO and LUMO (spin up / spin down): 0.2677 / 0.2728 Ha
HOMO energy (spin up / spin down): -6.804 / -10.197 eV
2S+1: 3
energy above the lowest of the compared OMol25 structures with the same formula, charge and spin: 118.18 kJ/mol
LUMO level (spin up / spin down): 0.48 / -2.77 eV
energy: -589.9755 Eh

Structure (XYZ):
```
9
C3H4OS ωB97M-V/def2-TZVPD
C 1.19679 -1.01689 0.18961
C 0.27019 0.62613 0.27375
C -1.15824 0.35422 -0.13212
O 0.85962 -2.17667 0.06858
S 1.14491 1.89930 0.26373
H 2.26269 -0.62321 0.11047
H -1.40512 -0.76409 -0.16750
H -1.29236 0.87348 -1.06377
H -1.87848 0.82773 0.45724
```



No. 9
The following is a DFT calculation (ωB97M-V/def2-TZVPD) of an isolated molecule of C3H4OS2.

charge: 0
gap between HOMO and LUMO: 0.2861 Ha
HOMO energy: -8.965 eV
2S+1: 1
energy above the lowest of the compared OMol25 structures with the same formula, charge and spin: 198.74 kJ/mol
structure (SMILES): COC(=S)C=S
LUMO level: -1.18 eV
energy: -988.2565 Eh

Structure (XYZ):
```
10
C3H4OS2 ωB97M-V/def2-TZVPD
C 0.44083 1.36352 -0.17462
O -0.81453 0.67693 -0.31074
C -0.97603 -0.62661 -0.08639
S -2.35789 -1.32522 -0.34000
C 0.18645 -1.39538 0.42581
S 1.52181 -1.65402 -0.43677
H 1.14186 1.11901 -0.95780
H 0.87367 1.31075 0.86939
H 0.10880 2.38552 -0.36327
H -0.12496 -1.85450 1.37440
```



No. 10
The following is a DFT calculation (ωB97M-V/def2-TZVPD) of an isolated molecule of C3H4OS2.

charge: 0
gap between HOMO and LUMO: 0.2907 Ha
HOMO energy: -8.982 eV
2S+1: 1
energy above the lowest of the compared OMol25 structures with the same formula, charge and spin: 238.66 kJ/mol
structure (SMILES): OC(C=S)C=S
LUMO level: -1.07 eV
energy: -988.2413 Eh

Structure (XYZ):
```
10
C3H4OS2 ωB97M-V/def2-TZVPD
O 0.23418 0.80009 -1.34614
C 0.39849 -0.16207 -0.34436
C -0.74115 -1.07337 -0.10532
S -2.25507 -0.64812 -0.48607
C 0.75862 0.55868 0.97820
S 0.26772 2.04864 1.30926
H -0.76347 1.21761 -1.45615
H 1.21349 -0.89183 -0.66324
H -0.42864 -1.94624 0.40508
H 1.31583 0.09661 1.70876
```



No. 11
The following is a DFT calculation (ωB97M-V/def2-TZVPD) of an isolated molecule of C3H4OS3.

charge: 0
gap between HOMO and LUMO: 0.2892 Ha
HOMO energy: -9.100 eV
2S+1: 1
energy above the lowest of the compared OMol25 structures with the same formula, charge and spin: 20.79 kJ/mol
structure (SMILES): CSC(=S)C(=O)S
LUMO level: -1.23 eV
energy: -1386.4971 Eh

Structure (XYZ):
```
11
C3H4OS3 ωB97M-V/def2-TZVPD
C 2.38354 0.23132 0.01475
S 0.94601 -0.86348 0.04559
C -0.43285 0.22229 0.01045
S -0.40801 1.83286 -0.01186
C -1.72740 -0.57783 -0.03931
O -1.72998 -1.77374 -0.03074
S -3.19646 0.36638 0.05650
H 2.34646 0.90992 -0.83531
H 2.54968 0.87373 0.92966
H 3.21291 -0.45270 -0.07720
H -3.94390 -0.76876 -0.06253
```



No. 12
The following is a DFT calculation (ωB97M-V/def2-TZVPD) of an isolated molecule of C3H4OSi.

charge: 0
gap between HOMO and LUMO: 0.3474 Ha
HOMO energy: -9.721 eV
2S+1: 1
energy above the lowest of the compared OMol25 structures with the same formula, charge and spin: 171.07 kJ/mol
structure (SMILES): C#CC(=O)[SiH3]
LUMO level: -0.27 eV
energy: -481.3076 Eh

Structure (XYZ):
```
9
C3H4OSi ωB97M-V/def2-TZVPD
C -0.15198 -1.77260 -1.30968
C -0.67313 -0.77669 -0.87549
C -0.85351 0.50522 -0.23249
O -1.47223 1.38888 -0.82519
Si 0.59794 0.81744 0.99815
H 0.15550 -2.73553 -1.67727
H 0.85176 -0.46640 1.72674
H 1.40718 1.51687 0.03108
H 0.13848 1.52282 2.16415
```



No. 13
The following is a DFT calculation (ωB97M-V/def2-TZVPD) of an isolated molecule of C3H4P2.

charge: 0
gap between HOMO and LUMO (spin up / spin down): 0.2826 / 0.2810 Ha
HOMO energy (spin up / spin down): -8.018 / -7.945 eV
2S+1: 1
energy above the lowest of the compared OMol25 structures with the same formula, charge and spin: 473.65 kJ/mol
LUMO level (spin up / spin down): -0.33 / -0.30 eV
energy: -799.1624 Eh

Structure (XYZ):
```
9
C3H4P2 ωB97M-V/def2-TZVPD
C 1.40223 -0.28133 0.52763
C -1.21667 -0.44272 0.14717
C -0.06466 -0.54203 0.97601
P -2.76958 -0.43383 -0.37810
P 2.68372 -0.57582 -0.36434
H 0.15470 -1.61261 1.21545
H -0.27711 0.00106 1.90080
H -3.07411 -1.72890 0.02101
H 3.38137 0.74605 -0.27334
```



No. 14
The following is a DFT calculation (ωB97M-V/def2-TZVPD) of an isolated molecule of C3H4P2.

charge: 0
gap between HOMO and LUMO: 0.2788 Ha
HOMO energy: -8.419 eV
2S+1: 1
energy above the lowest of the compared OMol25 structures with the same formula, charge and spin: 312.45 kJ/mol
structure (SMILES): [H]/P=C\C1=[PH]=C1
LUMO level: -0.83 eV
energy: -799.2238 Eh

Structure (XYZ):
```
9
C3H4P2 ωB97M-V/def2-TZVPD
H -1.54936 1.42363 0.06314
P -2.54029 0.45898 0.04596
C -1.29046 -0.67089 0.01888
C 0.26631 -0.42445 -0.13356
P 1.07451 1.26512 -0.00144
C 1.69800 -0.42557 -0.30330
H -1.54804 -1.70167 -0.42911
H 1.45288 1.12052 1.28524
H 2.43644 -1.04568 -0.54580
```



No. 15
The following is a DFT calculation (ωB97M-V/def2-TZVPD) of a 2-piece molecular cluster, C3H4P2 overall.

charge: 0
gap between HOMO and LUMO: 0.3244 Ha
HOMO energy: -8.919 eV
2S+1: 1
energy above the lowest of the compared OMol25 structures with the same formula, charge and spin: 247.48 kJ/mol
structure (SMILES): C1=P#[PH]1.C#C
LUMO level: -0.09 eV
energy: -799.2485 Eh

Structure (XYZ):
```
9
C3H4P2 ωB97M-V/def2-TZVPD
C -1.30686 0.98018 -0.06314
P -1.13993 0.17335 -1.50665
P -2.67604 -0.35281 0.14179
H -1.11328 1.78624 0.53947
H -3.75431 0.39200 -0.39973
C 2.57099 -0.46249 -0.18213
C 2.33374 -1.00611 0.85665
H 2.96300 -0.09776 -1.17864
H 2.12269 -1.41260 1.79236
```



No. 16
The following is a DFT calculation (ωB97M-V/def2-TZVPD) of an isolated molecule of C3H4P2.

charge: 0
gap between HOMO and LUMO: 0.2822 Ha
HOMO energy: -7.904 eV
2S+1: 1
energy above the lowest of the compared OMol25 structures with the same formula, charge and spin: 272.55 kJ/mol
LUMO level: -0.22 eV
energy: -799.2390 Eh

Structure (XYZ):
```
9
C3H4P2 ωB97M-V/def2-TZVPD
C 0.20444 -1.66546 -0.26596
C -0.57906 -0.68304 -0.53204
C 1.62602 1.05609 0.08791
P 2.53740 -0.31508 -0.12858
P -0.16750 1.18111 -0.39985
H 0.47152 -2.64644 -0.05998
H -1.68793 -0.56322 -0.83014
H 2.04552 1.97901 -0.06679
H -0.83200 1.28921 0.78344
```



No. 17
The following is a DFT calculation (ωB97M-V/def2-TZVPD) of an isolated molecule of C3H4P2.

charge: 0
gap between HOMO and LUMO: 0.2975 Ha
HOMO energy: -8.801 eV
2S+1: 1
energy above the lowest of the compared OMol25 structures with the same formula, charge and spin: 222.76 kJ/mol
structure (SMILES): [H]/P=C\C1=[PH]=C1
LUMO level: -0.71 eV
energy: -799.2579 Eh

Structure (XYZ):
```
9
C3H4P2 ωB97M-V/def2-TZVPD
H 2.05796 0.92539 0.77365
P 2.48018 -0.41844 0.53471
C 0.93661 -1.04202 0.20327
C -0.38729 -0.28003 0.04038
P -0.68955 1.57454 -0.58479
C -1.62726 0.21493 0.23079
H 0.86852 -2.05182 0.16205
H -1.15325 1.34388 -2.01649
H -2.48592 -0.26645 0.65643
```



No. 18
The following is a DFT calculation (ωB97M-V/def2-TZVPD) of a 2-piece molecular cluster, C3H4S overall.

charge: 0
gap between HOMO and LUMO (spin up / spin down): 0.2446 / 0.2509 Ha
HOMO energy (spin up / spin down): -9.197 / -9.220 eV
2S+1: 1
energy above the lowest of the compared OMol25 structures with the same formula, charge and spin: 572.69 kJ/mol
LUMO level (spin up / spin down): -2.54 / -2.39 eV
energy: -514.6244 Eh

Structure (XYZ):
```
8
C3H4S ωB97M-V/def2-TZVPD
C -0.86059 -0.69147 0.57039
C -0.66246 0.19103 -0.64685
C 0.35548 -0.85034 -0.24426
S -2.29076 -2.60674 -0.49930
H -1.46936 0.05309 -1.37801
H -0.27609 1.20967 -0.45065
H 1.26377 -0.36676 0.12559
H 0.52320 -1.90442 -0.63091
```



No. 19
The following is a DFT calculation (ωB97M-V/def2-TZVPD) of an isolated molecule of C3H4S.

charge: 0
gap between HOMO and LUMO: 0.3215 Ha
HOMO energy: -8.923 eV
2S+1: 1
energy above the lowest of the compared OMol25 structures with the same formula, charge and spin: 304.59 kJ/mol
LUMO level: -0.17 eV
energy: -514.7265 Eh

Structure (XYZ):
```
8
C3H4S ωB97M-V/def2-TZVPD
C 1.20459 0.08492 -0.60318
C 2.34987 -0.26719 -1.57667
C -0.29923 -0.25955 0.02857
S 2.65713 -1.06680 -0.12290
H 1.54179 1.11285 -0.19627
H -0.54657 0.18577 0.99524
H -0.21228 -1.28215 0.10154
H -0.96260 0.06158 -0.65389
```



No. 20
The following is a DFT calculation (ωB97M-V/def2-TZVPD) of an isolated molecule of C3H4S.

charge: 0
gap between HOMO and LUMO: 0.3537 Ha
HOMO energy: -8.746 eV
2S+1: 1
energy above the lowest of the compared OMol25 structures with the same formula, charge and spin: 68.94 kJ/mol
structure (SMILES): C=C1CS1
LUMO level: 0.88 eV
energy: -514.8163 Eh

Structure (XYZ):
```
8
C3H4S ωB97M-V/def2-TZVPD
C -0.55635 -0.34824 1.30110
C -0.02860 0.24659 0.24504
C 0.31486 0.11855 -1.26545
S 0.67332 1.69147 -0.41590
H -0.41952 0.19717 2.29806
H -0.71223 -1.45568 1.30824
H 1.28619 -0.35420 -1.45939
H -0.55766 -0.09564 -2.01170
```